Here is 9 unconnected molecules or ions with the total composition H18O9 in a non-equilibrium geometry from the OMol25 dataset. Energies are from wB97M-V/def2-TZVPD.

```
27
Properties=species:S:1:pos:R:3:forces:R:3
O 3.108 0.331 1.930 1.5 -0.1 1.4
H 3.988 0.263 2.370 -0.2 0.2 -1.2
H 2.635 0.238 2.758 -1.2 0.0 0.1
O -0.754 1.910 2.307 0.3 0.9 2.0
H -0.339 1.608 1.508 0.9 -0.7 -1.2
H -0.002 2.258 2.836 -0.9 -0.2 -0.5
O -2.628 2.133 0.392 0.1 -1.5 -1.0
H -3.066 2.949 0.332 -1.1 1.7 -0.2
H -1.968 2.285 1.055 0.7 0.0 1.2
O -1.555 1.273 -2.045 0.7 -0.7 -1.2
H -1.702 1.742 -1.241 -0.6 0.6 1.8
H -2.340 1.478 -2.534 -0.6 0.2 -0.7
O -1.277 -1.426 -1.584 0.5 -0.9 0.6
H -1.538 -0.584 -1.940 -0.4 1.1 -0.2
H -1.830 -2.117 -1.935 -0.5 -0.3 -0.3
O 1.194 -1.880 -2.789 -1.1 -0.9 -1.4
H 1.751 -1.383 -2.218 0.3 0.6 1.1
H 0.248 -1.765 -2.559 1.1 0.2 0.3
O 2.267 -1.655 0.238 1.8 1.3 -0.8
H 1.509 -2.108 0.544 -1.4 -0.9 0.9
H 2.725 -1.203 0.973 -0.6 -0.3 -0.4
O 0.428 1.089 0.057 -0.6 0.9 0.3
H 0.084 1.229 -0.831 0.5 -0.5 -0.1
H 1.058 0.379 0.089 0.6 -0.8 -0.4
O -0.371 -2.630 0.816 0.2 0.4 -1.4
H -0.996 -2.315 1.450 -0.5 0.2 0.9
H -0.628 -2.096 0.019 0.3 -0.6 0.5
```
Forces are in eV/Å.

Summary:
LUMO level in eV: 0.1
F_max in eV Å⁻¹: 2.37
ΔE to the lowest compared entry with this formula, charge and spin in kJ/mol: 168.9
Highest occupied orbital energy in hartree: -0.3749